The following is a quantum chemistry calculation of a cluster of 13 separate species, H26O13 in total, from the Open Molecules 2025 dataset.

The calculation puts the energy above the lowest of the compared OMol25 structures with the same formula, charge and spin at 3.8414 eV. As for the net charge: 0. Its LUMO energy is -0.90 eV. The gap between HOMO and LUMO is 9.68 eV.

Geometry as XYZ:
```
39
Properties=species:S:1:pos:R:3:forces:R:3:nbo_charge:R:1
H 0.089 1.190 0.367 0.0 0.0 -0.2 0.477
H -1.219 0.456 0.614 0.0 0.0 0.1 0.471
H 3.233 1.532 -1.498 0.2 0.0 -0.1 0.473
H 2.509 2.051 -2.730 0.0 0.1 0.0 0.475
H 3.499 -2.554 2.408 0.0 0.0 -0.1 0.472
H 2.724 -1.252 2.529 -0.1 0.2 0.0 0.486
H -0.496 -3.338 0.979 0.1 -0.1 0.0 0.475
H -0.999 -2.246 1.910 0.2 -0.3 -0.2 0.444
H -3.370 -1.281 3.725 0.0 -0.1 0.0 0.469
H -1.981 -1.472 3.138 -0.1 0.0 0.4 0.451
H -0.778 -0.836 -2.740 0.6 -0.3 -0.2 0.436
H -0.096 -1.139 -4.064 0.0 0.0 0.0 0.468
H -3.120 2.383 2.262 -0.1 0.1 0.1 0.457
H -4.128 3.008 1.312 0.0 0.1 0.0 0.470
H 2.155 -1.750 -1.732 -0.1 -0.1 0.0 0.471
H 1.096 -1.754 -0.642 0.2 0.0 0.0 0.463
H 2.130 1.571 3.386 0.0 -0.1 0.1 0.477
H 1.402 1.068 2.150 -0.1 -0.2 0.1 0.473
H -2.250 -0.092 -3.626 -0.3 0.1 -0.2 0.455
H -2.441 0.742 -4.882 0.0 0.1 0.1 0.476
H -2.814 -1.863 -0.771 0.0 -0.2 0.0 0.485
H -1.988 -0.909 -1.616 -0.2 -0.1 0.4 0.443
H 4.153 0.919 0.822 0.1 -0.1 0.1 0.457
H 4.934 -0.285 1.321 -0.3 -0.2 -0.1 0.490
H -0.854 3.698 -0.869 0.0 0.2 -0.1 0.462
H -2.075 2.932 -1.352 0.0 0.1 -0.2 0.462
O -0.263 0.339 0.650 -0.1 0.0 0.0 -0.949
O 2.891 2.342 -1.895 -0.2 -0.2 0.1 -0.948
O 3.296 -1.743 1.928 0.1 -0.2 0.3 -0.958
O -0.832 -3.195 1.871 0.1 0.1 -0.2 -0.919
O -2.823 -1.925 3.261 -0.1 0.4 -0.1 -0.919
O 0.093 -0.921 -3.144 -0.3 0.4 -0.5 -0.904
O -3.609 3.198 2.101 0.1 -0.3 -0.1 -0.926
O 1.407 -2.260 -1.402 0.3 -0.3 0.6 -0.933
O 1.801 0.765 2.973 0.1 0.2 -0.1 -0.949
O -2.341 0.820 -3.927 0.0 -0.1 0.0 -0.933
O -2.650 -1.605 -1.685 0.1 0.3 0.0 -0.926
O 4.809 0.270 0.544 0.1 0.5 -0.1 -0.948
O -1.694 3.817 -1.326 0.1 -0.3 0.2 -0.924
```
Forces are in eV/Å.


The following is a quantum chemistry calculation of a cluster of 13 separate species, H26O13 in total, from the Open Molecules 2025 dataset.

The calculation puts the energy above the lowest of the compared OMol25 structures with the same formula, charge and spin at 0.3135 eV. As for the net charge: 0. Its LUMO energy is 0.27 eV. The gap between HOMO and LUMO is 10.49 eV.

Geometry as XYZ:
```
39
Properties=species:S:1:pos:R:3:forces:R:3:nbo_charge:R:1
O -0.262 1.288 14.543 -0.1 0.1 -0.2 -0.977
H -0.339 2.010 13.899 0.2 0.0 0.0 0.499
H 0.580 0.865 14.344 0.0 0.0 0.0 0.487
O -6.306 -0.097 13.365 0.1 0.0 -0.1 -1.010
H -5.991 0.363 12.554 0.1 0.1 0.2 0.515
H -7.238 -0.280 13.213 0.0 0.0 0.1 0.481
O -4.185 -1.996 13.415 0.0 0.5 0.0 -0.990
H -4.830 -2.705 13.338 0.0 0.0 0.0 0.481
H -4.729 -1.193 13.541 -0.1 -0.4 0.0 0.504
O -1.005 3.619 12.867 0.0 0.2 0.0 -1.016
H -1.298 3.868 13.775 -0.2 0.0 0.0 0.524
H -0.831 4.459 12.431 0.2 0.0 0.0 0.485
O -6.036 1.205 16.102 0.4 -0.2 -0.1 -0.979
H -6.223 0.537 16.769 0.0 0.0 0.0 0.481
H -5.718 0.708 15.329 -0.4 0.0 -0.1 0.505
O -3.174 1.759 17.008 0.0 0.0 -0.3 -0.969
H -3.884 1.494 16.404 0.0 0.1 0.1 0.495
H -3.585 1.750 17.876 0.0 0.1 0.0 0.476
O -1.424 -1.453 14.625 -0.1 0.1 0.0 -0.964
H -1.131 -0.536 14.545 0.1 -0.1 0.1 0.470
H -2.274 -1.473 14.165 0.1 -0.3 0.1 0.481
O -2.662 2.153 11.087 0.3 0.3 0.0 -0.999
H -1.969 2.696 11.509 -0.3 -0.1 0.3 0.515
H -2.220 1.637 10.404 -0.1 -0.3 0.1 0.498
O -1.835 3.951 15.427 0.1 0.0 0.0 -0.983
H -2.251 3.136 15.746 -0.1 0.0 0.2 0.517
H -2.140 4.634 16.029 -0.1 0.0 -0.1 0.490
O -3.254 1.314 14.007 0.0 -0.2 -0.2 -0.997
H -2.343 1.115 14.268 0.0 0.0 0.2 0.497
H -3.219 1.289 13.040 0.1 0.1 0.0 0.490
O -5.239 1.322 11.299 -0.2 0.1 -0.1 -0.987
H -4.378 1.781 11.340 0.0 -0.1 -0.2 0.513
H -5.866 1.979 10.978 0.1 0.0 0.1 0.483
O -5.153 3.516 14.486 0.1 -0.1 -0.1 -0.972
H -5.558 2.890 15.100 -0.1 0.2 0.0 0.480
H -4.436 3.001 14.086 -0.1 0.1 0.2 0.481
O -2.193 -0.905 11.364 -0.1 0.3 -0.1 -0.962
H -2.200 -1.755 10.914 0.0 0.0 0.1 0.472
H -2.967 -0.945 11.945 0.1 -0.3 -0.1 0.485
```
Forces are in eV/Å.